Entry 1:
A structure of composition C37H41Cl3Ge3N2O4W. Source: OMol25; level of theory: ωB97M-V with the def2-TZVPD basis set.

Properties
<S²>	3.802
spin multiplicity	4
energy relative to the best compared isomer or geometry (same formula, charge and spin)	1.900	eV
F_max	0.92	eV/A
charge	+1

```
91
Properties=species:S:1:pos:R:3:lowdin_spin:R:1
W 0.44933 1.74829 1.43092 1.85
C 3.10761 -2.57428 0.80514 0.00
C 3.51776 -1.17672 0.49840 0.00
N 2.90498 -0.06354 0.85208 0.04
C 3.69037 0.96643 0.38894 0.00
C 4.78251 0.46299 -0.26924 0.00
N 4.65356 -0.89160 -0.18149 0.00
C 5.94524 0.99766 -1.03531 0.00
O 6.07810 2.30696 -1.10303 0.00
O 6.68523 0.21651 -1.57851 0.00
C 3.36032 2.39215 0.58645 0.01
O 4.17168 3.26622 0.31911 0.01
O 2.17891 2.67495 1.05764 0.08
H 2.10970 -2.58681 1.22611 0.00
H 3.79134 -3.02218 1.52821 0.00
H 3.11628 -3.19067 -0.09491 0.00
H 5.32817 -1.52622 -0.58596 0.00
H 5.35019 2.76905 -0.59236 0.00
C -2.98452 0.50100 -1.19407 0.00
C -3.13865 1.86273 -0.53013 0.02
Ge -2.41646 2.09390 1.28018 0.19
C -3.25699 3.68543 2.06475 0.00
C -3.43430 3.70326 3.58231 0.00
C -3.01885 0.59654 2.36908 0.10
C -2.49499 -0.62803 2.42374 0.00
Ge -0.60121 -0.81464 1.80965 0.00
C 0.40460 -1.71594 3.28091 -0.01
C 0.23974 -3.21058 3.57032 0.00
C -0.39353 -1.76743 0.07601 0.01
C -0.60442 -3.27380 -0.09136 0.00
C -3.25522 -1.75775 3.01466 0.00
C -4.26806 -1.54851 3.95660 0.00
C -4.99599 -2.60844 4.46539 0.00
C -4.73618 -3.90666 4.04175 0.00
C -3.72967 -4.13303 3.11788 0.00
C -2.99253 -3.06671 2.62347 0.00
H -3.59179 0.44308 -2.09872 0.00
H -3.29326 -0.31214 -0.53381 0.00
H -1.94740 0.33254 -1.48786 0.00
H -4.19866 2.09219 -0.37232 0.00
H -2.73671 2.65580 -1.15893 0.00
H -4.24293 3.66527 1.58592 0.00
H -2.76441 4.58884 1.70992 0.00
H -3.79988 2.74877 3.96653 0.00
H -4.16000 4.46308 3.87358 0.00
H -2.50382 3.93907 4.09527 0.00
H -4.03100 0.79241 2.73263 0.01
H 0.16392 -1.17532 4.20274 0.00
H 1.45474 -1.49845 3.09042 0.00
H -0.74657 -3.44771 3.95644 0.00
H 0.96651 -3.51453 4.32602 0.00
H 0.41092 -3.83270 2.69386 0.00
H 0.61368 -1.50259 -0.24949 0.00
H -1.07025 -1.23919 -0.59428 0.00
H -0.06083 -3.87029 0.63773 0.00
H -0.25416 -3.58624 -1.07902 0.00
H -1.65650 -3.54931 -0.03235 0.00
H -4.47741 -0.55066 4.31974 0.00
H -5.76746 -2.42358 5.20078 0.00
H -5.30837 -4.73343 4.44005 0.00
H -3.50834 -5.13924 2.78703 0.00
H -2.19946 -3.25858 1.91770 0.00
Cl 1.86352 1.05172 3.63310 0.05
Ge -0.32179 1.44066 4.19276 0.14
Cl 0.09235 3.54912 3.39827 0.06
Cl -0.46292 3.62369 0.24889 0.18
C 0.56182 1.00890 -0.46651 0.00
C 0.79619 0.90718 -1.67336 0.08
C 1.04150 0.88770 -3.02660 0.05
C 2.16299 1.65622 -3.52192 0.01
C 2.62623 2.76654 -2.79350 0.02
C 3.74846 3.45085 -3.20849 0.00
C 4.43379 3.02611 -4.34300 0.02
C 3.98744 1.93068 -5.07370 0.00
C 2.85338 1.25074 -4.67616 0.01
C 0.18940 0.09867 -3.90073 0.01
C -0.38751 -1.08689 -3.42894 0.01
C -1.21515 -1.82765 -4.24902 0.00
C -1.50027 -1.37684 -5.53358 0.01
C -0.94940 -0.19139 -6.00368 0.00
C -0.09674 0.54142 -5.19845 0.01
H 2.07632 3.09885 -1.92163 0.00
H 4.09679 4.30173 -2.64131 0.00
H 5.32842 3.54825 -4.65441 0.00
H 4.53693 1.59977 -5.94372 0.00
H 2.53016 0.37173 -5.21725 0.00
H -0.15377 -1.42797 -2.42925 0.00
H -1.64231 -2.75463 -3.89172 0.00
H -2.15869 -1.95173 -6.17091 0.00
H -1.18878 0.16231 -6.99681 0.00
H 0.31705 1.47669 -5.55128 0.00
```

---

Entry 2:
A structure of composition C37H41Cl5N2NbOSi2Te at a distorted geometry. Source: OMol25; level of theory: ωB97M-V with the def2-TZVPD basis set.

Properties
energy relative to the best compared isomer or geometry (same formula, charge and spin)	0.000	eV
F_max	6.14	eV/A
charge	+1

```
90
Properties=species:S:1:pos:R:3:lowdin_charge:R:1
Nb 0.52041 1.46007 -0.27261 1.70
Cl -0.42832 4.37497 0.05084 0.70
C 1.25857 4.16123 0.69060 -0.62
C 1.69069 2.81504 0.76241 -0.40
C 2.67184 2.43282 1.68777 -0.67
Cl 2.99829 0.75662 2.08970 0.70
C 3.55296 3.43831 2.22046 -0.73
Cl 5.04571 2.98025 2.83845 0.75
C 3.17344 4.82447 2.13767 -0.65
Cl 3.90247 6.07446 3.08274 0.71
C 2.01552 5.15022 1.31490 -0.68
Cl 1.52517 6.79290 1.12548 0.70
C -3.60709 0.74125 -0.45351 -0.16
Si -2.41507 0.30426 -1.79541 0.44
C -1.69947 -1.39368 -1.49081 -0.18
C -3.02615 0.08748 -3.54043 -0.17
N -1.05763 1.47537 -1.56676 -0.21
C -0.90077 2.38271 -2.58263 -0.40
C -2.01531 3.05505 -3.07441 -0.09
C -1.97009 3.56683 -4.35119 -0.08
C -0.67395 3.74382 -4.91445 -0.08
C 0.50760 3.42693 -4.28948 -0.05
C 0.43805 2.72855 -3.06471 -0.33
N 1.52020 2.33597 -2.32718 -0.13
Si 3.18350 2.64610 -2.82897 0.37
C 3.47325 1.68213 -4.44276 -0.17
C 4.39432 2.01622 -1.57899 -0.17
C 3.35536 4.46486 -3.09457 -0.18
H -3.01335 1.08638 0.34300 -0.03
H -4.28475 -0.08554 -0.17466 0.05
H -4.30203 1.56579 -0.75268 0.05
H -2.44094 -2.18599 -1.78743 0.06
H -1.41459 -1.62005 -0.45705 0.03
H -0.77574 -1.54271 -2.06850 0.01
H -3.31651 -0.95744 -3.82508 0.05
H -2.10887 0.22907 -4.16606 0.05
H -3.84963 0.72232 -3.95337 0.05
H -2.92817 3.02375 -2.44019 0.12
H -2.75549 4.00590 -4.97825 0.11
H -0.75865 4.19394 -5.92035 0.11
H 1.47388 3.69204 -4.72631 0.08
H 2.78357 1.78247 -5.32103 0.04
H 3.55237 0.62292 -4.18832 -0.01
H 4.54021 1.87930 -4.81532 0.06
H 4.23429 0.95618 -1.26712 0.02
H 4.42863 2.59000 -0.64298 0.02
H 5.44096 2.12369 -2.07163 0.08
H 3.23150 4.79920 -4.16211 0.05
H 4.29849 4.92182 -2.78094 0.03
H 2.54049 4.92652 -2.47418 0.05
C 2.12851 -1.77301 -2.55634 0.04
C 2.01595 -1.35056 -1.13040 -0.26
C 2.58986 -2.08979 0.06730 0.02
O 1.36063 -0.22397 -0.91136 -0.24
H 2.90672 -1.20211 -3.05462 0.09
H 1.21519 -1.50848 -3.09406 0.10
H 2.36669 -2.78849 -2.66824 0.08
H 2.25519 -1.46355 0.88391 0.03
H 3.68382 -2.17545 -0.03286 0.12
H 2.21427 -3.13855 0.15079 0.12
C 0.35054 -5.91206 2.10234 -0.47
Te 0.51692 -4.80517 3.99306 1.07
C -1.68219 -5.32434 4.01254 -0.40
C -1.91501 -6.37501 3.04836 -0.32
C -3.01907 -7.20004 3.19334 -0.06
C -3.05928 -8.42964 2.61254 -0.07
C -2.06959 -8.76000 1.65633 -0.08
C -1.08408 -7.87794 1.28119 -0.04
C -0.93993 -6.69971 2.06915 -0.26
H 1.20378 -6.60048 1.95532 0.05
H 0.37683 -5.16465 1.27399 0.04
H -2.18167 -4.40205 3.70959 0.05
H -1.93471 -5.52011 5.04180 0.05
H -3.84086 -6.95269 3.85016 0.12
H -3.92593 -9.05596 2.67013 0.10
H -2.23341 -9.67588 1.09508 0.10
H -0.45939 -7.96726 0.39923 0.11
C -0.55467 0.97966 1.23636 -0.23
C -1.11897 1.19446 2.31917 -0.01
C -1.85667 1.26111 3.57021 -0.24
C -2.60947 2.40175 3.77612 -0.04
C -3.24765 2.60258 5.00778 -0.04
C -2.94777 1.74984 6.08346 -0.06
C -2.10872 0.66793 5.91398 -0.06
C -1.54327 0.37198 4.65089 0.01
H -2.70611 3.10351 2.93526 0.12
H -4.03550 3.34880 5.04275 0.11
H -3.38127 1.94896 7.03538 0.10
H -1.86753 -0.02071 6.72463 0.11
H -0.87139 -0.42764 4.38415 0.11
```